(1)
Molecular formula: C17H23F5NO2P2SSm
Method: DFT, ωB97M-V/def2-TZVPD

Its relative energy (zero: lowest compared OMol25 entry of this formula, charge and spin) is 371.4 kJ/mol. For the orbital gap (alpha / beta), the calculation gives 4.24 / 5.82 eV. For the HOMO energy (alpha / beta), the calculation gives -12.87 / -13.01 eV. The value obtained for the LUMO energy (alpha / beta) is -8.6 / -7.2 eV.

```
! RIJCOSX wB97M-V def2-TZVPD def2/J DEFGRID3
* xyz 2 6
Sm 0.8776 0.9043 0.6718
P -2.9290 -0.3679 -0.6686
C -2.2879 0.9752 -1.7442
C -0.8927 1.1837 -2.3121
N 0.2213 1.0951 -1.5219
C 1.4407 1.3743 -2.0774
C 1.5819 1.9174 -3.3428
C 0.4495 2.0693 -4.1276
C -0.7711 1.6614 -3.6059
C 2.6939 1.1038 -1.2274
P 2.8049 -0.6199 -0.4824
H -1.6797 1.7386 -4.2014
H 2.5815 2.1861 -3.6869
H 0.5214 2.4919 -5.1267
H 3.5938 1.1064 -1.8548
H 2.8650 1.9228 -0.4698
H -2.9235 0.9064 -2.5668
H -2.5704 1.9040 -1.2153
H 1.0446 -2.9316 -4.3857
O 0.6105 -2.7097 -3.5902
H 0.2889 -3.5599 -3.2384
H -3.0001 -1.7162 -1.0879
O -1.4930 -1.2494 -0.4153
H -1.3288 -1.4856 0.5346
C 2.9475 -1.6251 -1.9746
H 3.5432 -1.0947 -2.7307
H 3.4637 -2.5580 -1.7048
H 1.9610 -1.8821 -2.3995
C 4.4855 -0.6954 0.2160
H 4.4505 -1.4107 1.0501
H 5.1919 -1.0591 -0.5446
H 4.8057 0.2834 0.5965
C -3.3643 0.2112 0.9807
H -4.4495 0.3812 1.0422
H -3.0896 -0.5063 1.7660
H -2.8653 1.1701 1.1946
C -4.6718 -0.5720 -1.4096
H -5.2655 -1.2109 -0.7384
H -5.1648 0.4098 -1.5089
H -4.6141 -1.0520 -2.3971
F -3.5887 1.4453 5.8194
C -2.6225 0.8571 5.0901
C -1.8325 1.6322 4.2347
F -2.0605 2.9571 4.0994
C -0.8708 0.9984 3.4695
F -0.0493 1.8472 2.6383
C -0.7236 -0.3986 3.4291
S 0.2283 -1.2754 2.2549
C -1.4883 -1.1398 4.3595
F -1.3037 -2.4766 4.4253
C -2.4321 -0.5247 5.1701
F -3.1899 -1.2596 6.0074
*
```

---

(2)
Molecular formula: C26H28N4SYb
Method: DFT, ωB97M-V/def2-TZVPD

Its relative energy (zero: lowest compared OMol25 entry of this formula, charge and spin) is 22.3 kJ/mol. For the orbital gap (alpha / beta), the calculation gives 7.01 / 7.00 eV. For the HOMO energy (alpha / beta), the calculation gives -10.19 / -10.19 eV. The value obtained for the LUMO energy (alpha / beta) is -3.2 / -3.2 eV.

```
! RIJCOSX wB97M-V def2-TZVPD def2/J DEFGRID3
* xyz 1 2
Yb 0.2170 -0.1018 -0.5833
C -0.4244 -3.1410 -1.1598
N -1.0495 -2.0259 -0.4060
C -2.3538 -1.6666 -1.0252
C -1.1969 -2.3497 1.0225
C -2.1375 -3.2861 1.4112
C -2.2942 -3.6085 2.7495
C -1.5013 -2.9602 3.6804
C -0.5529 -2.0225 3.2918
C -0.3393 -1.7147 1.9434
N 0.6066 -0.8306 1.3983
C 1.8685 -0.5235 1.9403
C 2.2257 -0.4538 3.2915
C 3.5327 -0.1932 3.6809
C 4.5295 0.0347 2.7474
C 4.1879 0.0357 1.4040
C 2.8847 -0.2131 1.0148
N 2.5387 -0.1726 -0.4151
C 3.1096 -1.3196 -1.1599
C 2.9787 1.1048 -1.0381
H -1.1045 -3.9938 -1.2100
H 0.4878 -3.4511 -0.6528
H -0.2037 -2.8116 -2.1757
H -3.0459 -2.5081 -1.0123
H -2.1857 -1.3591 -2.0564
H -2.8061 -0.8471 -0.4654
H -2.7563 -3.7709 0.6659
H -3.0256 -4.3436 3.0555
H -1.6152 -3.1776 4.7348
H 0.0232 -1.5454 4.0626
H 1.4897 -0.5919 4.0623
H 3.7654 -0.1654 4.7380
H 5.5480 0.2257 3.0548
H 4.9459 0.2389 0.6574
H 4.1964 -1.2315 -1.2216
H 2.7073 -1.3320 -2.1741
H 2.8620 -2.2450 -0.6431
H 4.0611 1.2210 -0.9938
H 2.5312 1.9432 -0.4999
H 2.6572 1.1264 -2.0775
C -1.2312 1.9722 1.5598
C -1.5839 2.4768 0.1875
C -2.4090 3.6034 0.0459
C -2.7274 4.0354 -1.2067
C -2.2398 3.3599 -2.3439
C -2.5716 3.7896 -3.6517
C -2.0863 3.1034 -4.7205
C -1.2606 1.9756 -4.5223
C -0.9083 1.5223 -3.2757
S 0.1493 0.0908 -3.1717
C -1.4142 2.2365 -2.1485
N -1.1010 1.8228 -0.8626
H -1.6357 2.6233 2.3310
H -0.1503 1.9225 1.7107
H -1.6329 0.9707 1.7362
H -2.7768 4.1079 0.9287
H -3.3625 4.9035 -1.3435
H -3.2080 4.6564 -3.7766
H -2.3281 3.4132 -5.7287
H -0.8835 1.4407 -5.3849
*
```

---

(3)
Molecular formula: C5H12O3
Method: DFT, ωB97M-V/def2-TZVPD

Its relative energy (zero: lowest compared OMol25 entry of this formula, charge and spin) is 286.5 kJ/mol. For the orbital gap, the calculation gives 9.39 eV. For the HOMO energy, the calculation gives -8.72 eV. The value obtained for the LUMO energy is 0.7 eV. Its SMILES is COC[C@@](C)(O)CO.

```
! RIJCOSX wB97M-V def2-TZVPD def2/J DEFGRID3
* xyz 0 1
C -0.0411 -2.5137 -1.2016
O 0.4858 -1.2651 -1.5470
C 1.0149 -0.3529 -0.3036
C -0.2078 0.3128 0.1466
C -0.9974 1.1230 -0.8525
O -0.9630 -0.4610 0.9985
C 0.7555 1.4399 1.1759
O -0.2095 1.9410 2.0634
H 0.7337 -3.1870 -0.8025
H -0.8363 -2.4419 -0.4441
H -0.4737 -2.9715 -2.0977
H 1.4288 -1.0498 0.4253
H 1.7163 0.2799 -0.8376
H -0.3288 1.6531 -1.5249
H -1.6167 0.4530 -1.4451
H -1.6227 1.8446 -0.3248
H -1.6576 0.0943 1.3767
H 1.0999 2.2420 0.5199
H 1.6005 0.9913 1.7092
H 0.1194 1.8681 2.9660
*
```

---

(4)
Molecular formula: C22H36O3P2Tc
Method: DFT, ωB97M-V/def2-TZVPD

For the orbital gap (alpha / beta), the calculation gives 4.76 / 3.10 eV. For the HOMO energy (alpha / beta), the calculation gives -12.66 / -12.66 eV. The value obtained for the LUMO energy (alpha / beta) is -7.9 / -9.6 eV.

```
! RIJCOSX wB97M-V def2-TZVPD def2/J DEFGRID3
* xyz 2 4
P -0.4711 2.7554 -1.8288
P -1.2088 -0.5522 -1.7075
C -1.6104 1.7695 -3.0186
C -2.3520 0.9552 -1.9983
H -0.8645 1.1859 -3.6048
H -2.2101 2.3913 -3.6987
H -2.3368 1.4685 -1.0121
H -3.4011 0.7385 -2.2426
C -1.4027 -1.4879 -3.3553
H -0.7117 -2.3381 -3.4152
H -1.2133 -0.8241 -4.2033
H -2.4091 -1.9157 -3.4775
C -2.9159 -1.4305 -1.1648
H -3.7398 -1.2833 -1.8984
H -3.2797 -0.9835 -0.2290
H -2.9477 -2.5125 -0.9823
C 0.0711 3.9512 -3.1089
H 0.6882 4.7422 -2.6533
H -0.7162 4.3421 -3.7729
H 0.6595 3.3310 -3.7943
C -1.5184 3.8008 -0.7172
H -2.0333 3.1196 -0.0415
H -2.3214 4.4336 -1.1436
H -0.8946 4.4390 -0.0886
Tc 0.5898 0.9636 -1.4818
C -1.7421 -3.3352 2.4008
C -1.2467 -2.6939 1.3384
C -0.4663 -1.3809 1.4765
C -1.1759 -0.1760 2.2071
C -2.6488 -0.0380 2.2336
C -3.6742 -0.9496 2.3549
C -3.6580 -1.9289 3.4716
C -2.3707 -2.7078 3.6322
C 1.5780 2.8089 -0.5681
H -1.5356 -4.4073 2.4645
H -1.3648 -2.9465 0.2507
H -0.1736 -1.0378 0.4642
H 0.5684 -1.4910 1.8799
H -0.6970 -0.0797 3.1883
H -0.8161 0.7401 1.6827
H -2.9610 1.0032 2.0216
H -4.6483 -0.8189 1.8165
H -4.5183 -2.5800 3.3831
H -3.8481 -1.3941 4.4184
H -1.6898 -2.0318 4.1533
H -2.5591 -3.5458 4.3125
H 2.2133 2.4397 0.2645
H 0.9252 3.6318 -0.2027
H 2.2351 3.2198 -1.3720
O 3.2625 -0.5609 2.0518
C 4.3519 -0.7486 1.2850
C 5.3278 -1.5595 1.9023
C 6.5457 -1.7695 1.2547
C 6.7278 -1.1251 0.0196
C 5.7062 -0.3549 -0.5929
C 4.4113 -0.2043 -0.0404
C 3.0483 0.2121 -0.6379
O 2.8394 0.8888 -1.7084
O 1.9747 -0.2282 -0.0438
H 2.5828 -0.2935 1.3591
H 5.1175 -2.0316 2.8640
H 7.2999 -2.4154 1.6953
H 7.7105 -1.2669 -0.4760
H 5.9182 0.0976 -1.5659
*
```

---

(5)
Molecular formula: C23H50N2O2P3Ru
Method: DFT, ωB97M-V/def2-TZVPD

For the orbital gap (alpha / beta), the calculation gives 6.91 / 7.32 eV. For the HOMO energy (alpha / beta), the calculation gives -12.24 / -15.19 eV. The value obtained for the LUMO energy (alpha / beta) is -5.3 / -7.9 eV.

```
! RIJCOSX wB97M-V def2-TZVPD def2/J DEFGRID3
* xyz 2 6
Ru -0.5293 -0.7884 -0.6682
P -0.7442 0.5416 -2.4646
C -1.3272 -0.5332 -3.7804
C -1.2306 -1.9093 -3.4855
N -1.0270 -2.2808 -2.1652
C -1.0897 -3.5733 -1.7995
C -1.1780 -4.5830 -2.7429
C -1.2888 -4.2533 -4.0842
C -1.3471 -2.9305 -4.4659
C -1.0265 -3.8831 -0.3231
P -1.6433 -2.4012 0.6312
H -1.4344 -2.5863 -5.4923
H -1.1418 -5.6012 -2.3698
H -1.2987 -5.0296 -4.8337
H -1.6176 -4.7810 -0.0999
H 0.0129 -4.0605 -0.0147
H -4.0333 -0.5938 -4.2662
H -1.4656 -0.2451 -4.8322
H -5.3216 -0.1752 -1.5698
O -4.9444 -0.4948 -3.9063
H -5.5096 -0.3365 -4.6865
H -1.9353 -0.0569 -0.2834
O -5.2179 0.1285 -0.6484
H -4.8239 -0.6283 -0.1596
C -3.4086 -2.8503 0.7569
H -3.5423 -3.8695 1.1789
H -3.8883 -2.1211 1.4348
H -3.8868 -2.8107 -0.2382
C -1.0743 -2.9143 2.2890
H -1.5134 -2.2129 3.0167
H -1.3867 -3.9433 2.5530
H 0.0254 -2.8545 2.3280
C 0.9354 0.9842 -3.1039
H 0.8388 1.4131 -4.1167
H 1.4199 1.7004 -2.4248
H 1.5183 0.0486 -3.1358
C -1.7494 2.0553 -2.6536
H -1.3531 2.8590 -2.0127
H -1.7456 2.3917 -3.7075
H -2.7788 1.8135 -2.3408
C 3.5930 -0.7869 1.0424
C 3.3360 0.7352 1.0808
C 4.1236 1.3286 2.2688
C 3.9108 1.2946 -0.2316
P 1.5181 1.1777 1.2576
N 0.6408 0.1946 0.2539
C 0.7782 0.6325 2.9021
C 1.0391 1.6845 3.9924
C -0.7356 0.4434 2.7439
C 1.4071 -0.7023 3.3289
C 1.0829 2.9576 0.8491
C 1.3124 3.3610 -0.6078
C -0.4106 3.2199 1.1469
C 1.9698 3.8852 1.7115
H 4.6612 -0.9206 0.8344
H 3.0296 -1.2955 0.2503
H 3.4332 -1.2864 1.9988
H 5.1830 1.0771 2.1202
H 4.0308 2.4178 2.3198
H 3.8245 0.9036 3.2335
H 3.3888 0.9024 -1.1157
H 3.9429 2.3880 -0.2488
H 4.9547 0.9608 -0.2881
H 0.4905 2.6173 3.8109
H 0.6372 1.2526 4.9208
H 2.1109 1.9044 4.1283
H -0.9836 -0.2478 1.9288
H -1.1167 0.0266 3.6862
H -1.2739 1.3714 2.5447
H 1.4322 -1.4319 2.5138
H 2.4245 -0.5667 3.7122
H 0.7954 -1.0929 4.1547
H 0.5606 2.9317 -1.2698
H 1.1358 4.4446 -0.6748
H 2.3234 3.1672 -0.9794
H -0.6412 3.1949 2.2160
H -0.6186 4.2528 0.8396
H -1.0757 2.5470 0.5805
H 1.9124 3.6530 2.7792
H 3.0182 3.8564 1.3860
H 1.6067 4.9124 1.5667
*
```

---

Number 1: electronic energy -84473.34095 eV. Number 2: electronic energy -75739.49043 eV. Number 3: electronic energy -11519.79626 eV. Number 4: electronic energy -50291.86845 eV. Number 5: electronic energy -62169.21165 eV.